# 1
Here is CH5ISi as an isolated structure at a distorted geometry from the OMol25 dataset. Energies are from ωB97M-V/def2-TZVPD.

Positions of all 8 atoms, in Å:
1 H -1.503 -0.114 0.345
2 H 0.912 1.534 -0.872
3 Si -0.196 -0.636 0.015
4 I 2.961 0.110 -0.021
5 H -0.097 -1.807 0.912
6 H -0.201 -1.194 -1.207
7 C 1.001 0.787 -0.076
8 H 0.822 1.238 0.911

For the maximum force, the calculation gives 3.45 eV Å⁻¹. The HOMO energy is -9.394 eV. As for the gap between HOMO and LUMO: 9.9 eV. The charge is 0.

natural (NBO) population analysis, charges in e, atoms 1 to 6: number 1, H, carries -0.178; number 2, H, carries 0.265; number 3, Si, carries 0.924; number 4, I, carries 0.120; number 5, H, carries -0.145; number 6, H, carries -0.199



# 2
Here is C5H15IN2O3P as an isolated structure at a distorted geometry from the OMol25 dataset. Energies are from ωB97M-V/def2-TZVPD.

Positions of all 27 atoms, in Å:
1 O 3.244 0.783 -0.466
2 H -1.848 -1.152 -1.573
3 C 2.426 3.563 0.950
4 H -1.835 0.625 1.111
5 H 0.433 -2.454 0.185
6 H -0.868 -2.892 1.337
7 C -0.638 -2.441 0.337
8 H 1.919 4.565 0.935
9 H -1.798 -0.987 2.127
10 H -2.915 -0.826 0.795
11 N -0.878 -1.031 0.242
12 C -1.865 -0.515 1.108
13 H 2.052 3.048 1.927
14 O 1.146 0.491 1.036
15 H 0.671 -1.223 -1.711
16 O 1.875 2.825 -0.138
17 N 0.738 1.006 -1.486
18 I 3.756 -1.013 0.070
19 P 1.578 1.276 -0.137
20 H 3.556 3.784 0.949
21 H -1.160 -3.167 -0.446
22 C -1.104 -0.487 -1.142
23 H 1.187 1.816 -2.087
24 C 0.184 -0.249 -1.897
25 H 0.034 -0.604 0.329
26 H -1.558 0.488 -1.140
27 H 0.023 -0.042 -2.998

For the maximum force, the calculation gives 5.38 eV Å⁻¹. The HOMO energy is -12.282 eV. As for the gap between HOMO and LUMO: 9.0 eV. The charge is +1.

natural (NBO) population analysis, charges in e, atoms 1 to 6: number 1, O, carries -1.012; number 2, H, carries 0.236; number 3, C, carries -0.273; number 4, H, carries 0.248; number 5, H, carries 0.228; number 6, H, carries 0.257



# 3
Here is the molecule C4H8Se at a distorted geometry from the OMol25 dataset. Energies are from ωB97M-V/def2-TZVPD.

Positions of all 13 atoms, in Å:
1 H -0.731 0.265 1.910
2 H -1.948 -0.633 -0.223
3 H 1.845 0.085 -1.355
4 H 1.574 1.512 -0.452
5 C -0.267 0.618 -0.847
6 H -0.503 -1.597 1.864
7 H -0.494 0.730 -1.838
8 Se 1.575 -0.301 1.117
9 C -0.878 -0.586 -0.152
10 C 1.246 0.550 -0.589
11 H -0.478 1.483 -0.137
12 H -0.551 -1.476 -0.594
13 C -0.391 -0.647 1.296

For the maximum force, the calculation gives 5.13 eV Å⁻¹. The HOMO energy is -8.069 eV. As for the gap between HOMO and LUMO: 9.0 eV. The charge is 0. As for the SMILES: C1CC[Se]C1.

natural (NBO) population analysis, charges in e, atoms 1 to 6: number 1, H, carries 0.212; number 2, H, carries 0.214; number 3, H, carries 0.210; number 4, H, carries 0.207; number 5, C, carries -0.397; number 6, H, carries 0.234



# 4
Here is C4H12BeCl2CsFLiO11PSV as an isolated structure at a distorted geometry from the OMol25 dataset. Energies are from ωB97M-V/def2-TZVPD.

Positions of all 36 atoms, in Å:
1 O -5.572 -2.740 -1.917
2 H -1.007 2.078 1.140
3 H 3.317 0.404 1.262
4 H 0.967 2.295 -0.855
5 F 1.255 -2.584 1.116
6 O 2.034 3.613 -3.878
7 O 2.895 1.497 -2.530
8 O -2.669 1.923 4.234
9 O -1.304 -0.972 -1.075
10 H 3.482 -1.490 -1.264
11 O -1.535 1.380 0.614
12 O -4.395 -4.376 0.961
13 V -4.983 -3.558 -0.478
14 Li 2.328 -2.010 -2.818
15 P -0.466 0.319 -0.260
16 H 5.344 1.823 0.805
17 H 5.323 2.421 2.210
18 O 4.983 1.676 1.692
19 O 1.705 1.423 -5.058
20 S 1.694 2.093 -3.637
21 H 1.733 -0.192 -2.824
22 C 2.815 -0.487 0.672
23 Cs -4.572 -5.739 2.136
24 C 0.751 1.254 -1.396
25 H -4.192 0.396 2.617
26 C 2.840 -0.589 -0.815
27 H -2.581 1.951 5.198
28 H 2.228 -1.349 1.245
29 C 2.109 0.423 -1.876
30 H -3.583 1.637 4.090
31 Cl -2.772 -0.863 0.676
32 Cl -1.083 -3.194 -0.831
33 O 0.254 1.762 -2.719
34 O -4.952 0.259 3.154
35 H -1.545 -0.735 -2.026
36 Be -0.845 0.251 2.436

For the maximum force, the calculation gives 14.95 eV Å⁻¹. The HOMO energy is -10.165 eV. As for the gap between HOMO and LUMO: 2.6 eV. The charge is +1.

Mulliken population analysis, charges in e, atoms 1 to 6: number 1, O, carries -0.688; number 2, H, carries 0.365; number 3, H, carries 0.339; number 4, H, carries 0.157; number 5, F, carries -0.765; number 6, O, carries -0.506